Record 1
134
Properties=species:S:1:pos:R:3:forces:R:3:mulliken_charge:R:1 method="wB97M-V/def2-TZVPD" multiplicity=1 e_tot_ev=-128257.6631 homo_lumo_gap_ev=8.546
S 5.50433 -0.06965 0.92131 -0.870 -3.610 1.455 0.840
S -1.58474 -0.68184 0.27960 0.673 -1.334 -0.561 0.391
S -3.54315 -4.47469 -5.08790 1.078 0.089 0.109 0.295
O 4.34879 3.64648 -2.78573 0.947 0.772 -0.712 -0.397
O 2.06347 1.64738 1.59577 2.917 3.618 2.473 0.338
O 1.51494 -4.26205 0.06301 -0.746 -0.309 1.362 -0.283
O 3.34218 2.10903 3.43668 -0.488 -1.969 -0.231 -0.072
O 2.93052 5.32063 -2.23673 0.396 -3.185 0.084 -0.579
O -5.91079 0.76944 -5.03886 -0.523 2.472 -2.297 -0.372
O -1.98957 3.08736 1.78689 1.317 -0.078 0.642 -0.368
O -1.11017 0.29062 -6.75720 0.490 -2.423 -3.897 -0.384
O -0.16243 1.80656 -8.26523 -0.240 -2.391 3.610 -0.580
O 5.51563 -1.29339 0.02925 -0.001 1.287 -0.547 -0.710
O -0.53947 -5.21752 0.53776 2.574 -0.121 -1.263 -0.550
O 3.08353 3.72543 2.01635 -0.782 -0.298 -1.597 -0.376
O -5.41115 -1.06079 -6.15290 0.266 0.638 2.307 -0.625
O 0.67285 0.86988 8.17614 -2.732 -3.084 3.190 -0.368
O 0.45379 -5.38153 -1.49962 -1.546 -0.166 0.084 -0.342
O -5.07750 -0.82902 -3.86158 0.618 -0.486 -0.381 -0.213
O 2.57377 3.09898 -1.57073 -0.532 7.036 -0.819 0.019
O -0.04557 1.91556 -5.90851 1.874 0.093 -2.101 -0.453
O -2.41073 -3.34024 8.16219 0.061 -0.780 -3.215 -0.590
O -1.94755 -3.84856 5.96960 2.867 -2.754 0.628 -0.336
O 0.52344 -1.28369 9.05372 0.887 2.685 -2.524 -0.539
O 1.60547 -0.82367 7.10519 -0.611 -0.923 0.145 -0.405
O -3.54721 -2.54231 6.44313 -2.200 2.014 -0.972 -0.394
O -2.44833 4.28489 0.06878 -1.427 2.653 -2.528 -0.499
O -1.41816 0.56946 -0.54896 0.511 -1.049 0.523 -0.228
O -4.06675 3.93419 1.60246 3.436 0.405 -0.851 -0.673
O -3.03247 -3.50827 -4.00401 -1.230 -1.031 -1.465 -0.433
C -4.36288 0.45870 -1.80024 0.769 -0.292 -0.431 -0.657
C 0.97046 0.23792 4.94214 0.003 -0.834 0.584 -1.017
C 4.48906 -0.82293 2.33828 0.383 0.943 -0.580 -0.500
C -2.59588 -3.30612 6.94499 -0.444 1.529 4.643 0.660
C -1.22183 -2.17310 -0.80977 -0.058 0.070 0.255 -0.453
C 4.46788 2.25750 -2.64866 -2.396 -1.601 0.802 -0.348
C 0.87635 -0.48813 8.18851 -0.870 -2.081 2.719 0.537
C -1.18992 -0.01032 -5.39087 -1.370 1.354 0.140 0.601
C 3.24063 4.13696 -2.21830 -0.957 2.096 0.929 0.449
C -1.24960 3.69039 -0.36992 0.664 -0.716 -0.099 2.708
C -5.56600 1.41223 -3.86234 -2.553 0.298 1.712 -0.522
C -3.60262 -2.62021 5.01032 -0.244 0.301 -1.043 0.350
C 5.13697 2.91065 4.89378 -0.549 -0.894 -1.436 -1.570
C -0.33608 1.28925 -7.15967 -0.614 3.162 1.041 0.601
C -0.31517 4.60199 -1.16610 0.170 0.587 0.280 -1.380
C -5.40124 0.19450 -2.90476 0.719 1.860 0.413 0.472
C 1.74739 0.29217 6.27257 1.156 0.150 -2.500 0.768
C 1.36478 1.40778 7.18422 1.982 2.116 -1.617 -0.466
C -2.88608 3.84870 1.20981 -5.382 -1.040 1.168 0.523
C 7.09107 -0.15667 1.78225 0.356 0.270 0.325 -1.196
C 2.12088 1.04573 -1.89775 1.072 -1.292 -1.386 -0.820
C 1.43079 -4.65075 -2.20460 2.632 -1.495 -1.127 0.312
C -0.82660 3.21586 0.98794 2.754 -1.532 -0.311 0.412
C 2.26003 -3.96751 -1.08702 -0.904 0.506 -1.871 0.209
C 3.78483 4.32682 3.08188 0.691 -0.577 1.101 -0.349
C -3.20313 -3.58374 -6.69006 -0.775 0.087 0.699 -0.533
C -0.44693 1.14140 -4.76753 -0.318 1.986 -0.009 1.132
C 2.76151 2.45666 2.27669 -1.829 -2.848 -1.799 -0.156
C 3.30371 2.00061 -1.65895 0.104 -3.996 1.178 0.991
C -2.31567 -3.37458 4.74906 -0.979 0.883 -2.025 -0.010
C 3.83191 3.19771 4.13403 0.012 2.165 1.854 0.498
C -5.39430 -4.48742 -5.22099 0.277 1.250 0.738 -0.650
C -5.44294 -0.41248 -5.11294 0.620 -3.349 -1.218 0.607
C 0.40896 -5.04725 -0.21291 -1.337 1.589 0.790 0.553
C -3.69328 -1.34468 4.08990 -0.282 -0.372 1.056 -1.031
C -1.27525 2.20959 -4.00921 1.396 -0.132 0.558 -1.254
C 0.95098 -3.88444 -3.44204 -1.291 0.917 1.341 -1.003
C -0.12148 -1.05235 1.35179 -0.038 0.891 0.203 -0.892
H 2.29971 1.72295 7.64754 0.145 1.173 -0.351 0.345
H 7.06173 -0.20047 2.87097 -0.523 0.875 0.098 0.353
H -0.87152 5.32222 -1.76598 -0.243 -0.022 0.138 0.457
H 2.44349 0.04591 -2.18824 -0.107 -0.481 0.781 0.596
H 0.37292 -2.99262 -3.19996 -0.506 -0.038 0.637 0.027
H 5.36993 1.87905 -2.16784 0.284 0.591 -0.525 0.337
H -6.31863 -0.10211 -2.39634 -0.280 0.127 -0.456 0.259
H 0.23206 -4.53264 -3.94313 0.455 0.064 -0.582 0.336
H 0.86370 -1.13107 0.89209 -0.261 -0.105 -0.662 0.175
H -4.41937 -3.25838 4.67306 -0.418 0.023 0.742 0.217
H -0.82935 -0.98757 -5.06985 -0.211 -0.071 -0.545 0.186
H 4.95431 1.98919 5.44664 0.023 0.190 0.452 0.300
H 4.58811 -0.19226 3.22176 -0.294 -0.058 0.000 0.185
H 3.19468 5.18683 3.39842 0.454 0.062 0.015 0.311
H 3.31069 -4.25051 -1.02270 -0.245 -0.317 0.191 0.340
H -4.25390 -1.64383 3.20428 0.368 -0.143 -0.205 0.363
H 0.43327 0.78871 -4.23001 -0.057 0.235 0.039 -0.115
H 1.38622 1.13109 -1.09706 0.376 -0.436 0.198 -0.085
H 0.36016 4.11479 -1.86944 -0.425 -0.623 0.144 -0.036
H 0.03282 -0.24747 5.21293 -0.526 0.474 -0.448 0.348
H 4.85746 -1.83226 2.52175 0.382 0.171 -0.218 0.669
H 3.46277 -0.90997 1.98155 0.033 0.331 0.074 -0.368
H -0.16432 -2.15651 -1.07338 -0.109 0.587 -0.524 -0.366
H -2.53206 -4.18309 4.05078 0.658 -0.023 -0.047 0.338
H -2.03883 2.62770 -4.66512 -0.550 -0.592 0.360 0.414
H -6.49709 1.94245 -3.66225 0.119 0.277 0.736 0.308
H 3.13619 3.48488 4.92245 -0.525 -0.313 0.057 0.148
H -5.61407 -3.41991 -5.20626 -0.378 0.045 -0.519 -0.027
H -1.61228 -2.63469 4.36710 0.604 -0.471 -0.096 -0.017
H -0.32811 -1.96776 1.90626 -0.232 -0.037 -0.129 0.632
H -0.38205 2.22762 0.87017 0.144 0.128 0.424 -0.545
H -4.83671 2.21473 -3.97302 0.786 -0.736 -0.011 0.281
H -2.70350 -0.97465 3.82249 -0.020 -0.018 -0.066 0.066
H -1.92531 -2.26576 -1.63720 0.226 0.593 -0.277 0.341
H -3.68244 -2.62312 -6.50140 0.209 0.196 -0.240 -0.035
H 2.04625 -5.45761 -2.60243 0.267 0.032 -0.280 0.248
H -5.81315 -5.01913 -6.07536 0.557 0.192 -0.229 0.378
H -0.64390 3.08207 -3.84109 0.509 -0.003 -0.320 0.326
H -4.27051 -0.49471 4.45384 0.044 -0.183 0.545 0.390
H -2.26444 0.16066 -5.32534 -0.143 -0.884 1.305 -0.476
H 7.60907 -1.10195 1.62032 -0.186 0.065 -1.025 0.374
H -3.76447 1.36726 -1.86766 -0.147 0.205 -0.816 0.051
H 1.58806 1.34952 -2.79881 0.163 0.550 -0.028 -0.160
H -2.13538 -3.48348 -6.88487 -0.042 -0.114 0.472 0.282
H -3.61614 -0.33070 -1.88587 -0.113 -0.197 0.532 -0.136
H 5.89104 2.61839 4.16299 0.423 0.381 0.047 0.403
H 0.89510 1.21503 4.46501 -0.429 0.140 0.440 0.171
H -0.07899 3.91158 1.36893 -0.200 0.074 0.670 0.169
H -1.30028 -3.15419 -0.34137 -0.446 0.325 0.943 0.373
H -3.66437 -4.03110 -7.57052 -0.152 -0.311 0.259 0.403
H -4.76185 0.58525 -0.79381 -0.337 -0.755 -0.084 0.476
H 0.39119 5.16385 -0.55500 -0.260 0.180 0.361 0.383
H 3.74688 1.84129 -0.67593 0.041 -0.494 0.239 -0.522
H -0.01171 -0.22291 2.05041 -0.281 0.050 0.130 0.163
H -5.89844 -4.87481 -4.33562 0.646 -0.315 0.229 0.351
H 4.83133 4.53759 2.86162 -0.244 0.528 -0.776 0.307
H 1.41498 -0.36882 4.15324 0.369 -0.323 0.364 0.130
H 0.74168 2.17284 6.72103 0.526 0.313 -0.115 0.351
H 2.80790 0.33015 6.02361 0.118 0.212 0.051 0.105
H -1.45359 2.81398 -0.98505 -0.565 0.084 -0.007 -1.204
H 1.70453 -3.37217 -4.04024 0.558 -1.132 -0.201 0.425
H 4.18892 1.70342 -3.54491 0.691 0.387 -0.527 0.285
H -1.48246 1.95781 -2.96912 -0.948 -0.522 -0.258 -0.032
H 7.60660 0.71753 1.38465 0.617 -0.277 0.403 0.351
H 5.45275 3.72510 5.54575 -0.083 -0.100 -0.179 0.399
H 2.21446 -2.92231 -1.39291 0.142 0.501 0.941 -0.195

Record 2
120
Properties=species:S:1:pos:R:3:forces:R:3:mulliken_charge:R:1 method="wB97M-V/def2-TZVPD" charge=+1 multiplicity=4 e_tot_ev=-154673.9827 homo_lumo_gap_ev="5.438 / 6.145"
Br -0.20298 -4.86455 -4.44163 0.009 -0.181 -0.411 -0.191
Cl -5.41729 0.34779 -5.02514 0.617 -0.648 0.316 -0.150
P 0.35985 -1.22462 -6.52830 0.857 2.390 0.421 0.409
O -4.11163 -5.39739 -7.71845 0.360 0.484 0.145 -0.447
O -0.16913 -6.53321 -6.66961 0.067 0.357 0.247 -0.392
O -3.35704 -6.46044 -5.94375 -0.036 1.879 0.489 -0.444
O -4.74608 0.12470 2.17093 -0.461 1.178 -0.795 -0.578
O 0.48047 -1.34020 -8.20039 0.429 -1.446 2.122 -0.473
O 2.13792 -0.12456 -2.63728 -0.378 1.408 -0.504 -0.587
O 1.54171 -2.22444 -5.83237 -2.228 0.327 -1.107 -0.360
O 5.15037 0.28784 2.91722 -0.903 -1.139 0.148 -0.521
N -5.22574 1.36319 2.24187 1.229 -2.880 1.781 0.399
N 4.51949 -0.50963 3.77345 2.101 2.869 -0.476 0.387
N 2.54048 1.14576 -2.63276 0.692 -3.512 0.982 0.419
N -2.27680 -1.25900 -5.34163 -1.186 -1.452 -0.070 0.067
C 3.73373 0.44747 -4.73552 -0.539 -0.524 0.205 -1.804
C -0.36742 -5.42093 -6.35777 -0.267 0.301 -1.299 0.488
C -3.10031 -3.88888 -6.21255 1.008 2.575 1.738 0.503
C -1.36525 -1.96374 -6.09435 -1.511 -3.989 -1.199 0.444
C 2.42801 -0.58101 5.14983 0.040 -0.269 0.245 -2.149
C -4.42879 3.71894 2.54462 -0.300 0.197 0.090 -2.052
C 3.82269 1.08191 -0.45870 0.361 -0.313 -0.252 -0.999
C -3.53464 -1.73450 -4.96635 -1.048 -1.582 -0.916 -0.047
C -4.00616 2.04233 4.35346 -0.298 -0.315 0.228 -1.227
C 3.49379 0.31972 4.48445 -2.085 -0.070 0.697 2.055
C -4.00437 -3.05668 -5.40285 2.797 0.296 -0.934 -0.467
C 3.82497 1.21251 -3.40407 1.082 1.279 -1.505 1.993
C -3.94711 -1.08906 -1.51925 -0.635 0.910 -0.527 -1.165
C -4.51414 -0.89269 -4.06253 1.726 -0.476 0.527 0.013
C 5.02973 0.68237 -2.60999 -0.080 -0.152 0.512 -1.262
C -5.33805 2.14142 5.08823 -0.012 -0.003 -0.016 -0.499
C 2.58079 1.60204 -1.20969 -0.552 1.683 1.347 2.195
C -3.66996 -0.27144 -2.85240 -0.346 -0.023 0.365 -0.441
C 4.12678 2.66467 -3.83985 0.009 0.311 0.215 -2.097
C 6.76617 -1.68084 3.80269 -0.120 0.592 -0.583 -1.946
C 5.12723 1.29036 -1.21521 -0.038 -0.012 -0.003 -0.836
C -0.81381 -4.27029 -7.38070 -0.450 0.655 1.783 -0.503
C 6.11583 -0.23907 5.71069 -0.169 0.516 0.024 -1.426
C 1.34563 1.15799 -0.39705 -0.106 -0.684 -0.503 -2.195
C -2.78140 1.97831 2.17150 -0.161 -0.734 -0.136 -2.112
C 4.98156 -2.47003 5.25229 -0.426 -0.184 0.055 -1.579
C 4.10265 1.23203 5.56192 0.477 -0.017 0.078 -1.221
C -1.75295 -3.30734 -6.55027 -1.683 0.128 0.195 -0.164
C -4.15210 2.22568 2.83395 0.961 1.996 -0.254 2.121
C -7.42015 0.12725 2.52208 0.678 -0.456 -0.215 -1.869
C 5.55822 -1.17355 4.61888 0.592 -1.962 0.834 1.764
C 5.03821 0.48449 6.50506 0.008 -0.012 -0.012 -0.514
C 2.51391 3.15307 -1.14486 0.035 0.350 -0.326 -1.734
C -3.56291 -5.30549 -6.66081 -0.279 -0.593 -0.531 0.154
C -6.52627 1.30070 2.97670 -2.088 0.745 -0.063 1.758
C -7.38423 2.55447 2.65008 0.081 0.412 -0.203 -1.608
C -6.33695 1.15576 4.49963 0.503 -0.053 0.209 -1.429
C 2.67377 1.18637 3.50739 0.554 0.048 -0.491 -2.120
H -5.73660 3.15936 5.04271 0.031 -0.004 -0.040 0.272
H -3.55552 1.06774 4.57240 -0.063 -0.026 -0.171 0.372
H -8.40627 0.20325 2.98564 0.130 0.279 0.035 0.418
H 3.30684 1.70400 6.14604 -0.135 -0.116 -0.217 0.399
H 2.87255 0.78535 -5.31956 0.005 -0.014 0.052 0.401
H 4.48845 3.29318 -3.02680 -0.117 -0.021 -0.001 0.421
H 2.74644 3.65060 -2.08170 0.149 -0.113 0.007 0.368
H 7.42778 -2.27400 4.43812 -0.266 0.022 0.160 0.423
H 5.50527 1.19497 7.19230 -0.032 -0.057 -0.008 0.401
H 4.65877 2.05018 5.09059 -0.008 -0.124 -0.136 0.369
H 0.11594 -3.76484 -7.73335 -0.834 -0.496 0.336 -0.010
H -4.99875 -3.48064 -5.12112 0.961 0.829 -0.148 0.421
H 4.48392 -0.22463 7.12732 -0.030 0.006 -0.041 0.274
H 0.41774 1.45242 -0.89604 0.078 0.000 -0.023 0.584
H -3.37196 -0.62278 -0.67506 -0.532 -0.695 -0.750 0.313
H -4.68248 3.87585 1.49324 -0.040 -0.052 0.056 0.427
H 1.50601 3.50189 -0.90356 0.057 -0.194 0.083 0.450
H 2.78097 -1.06956 6.05756 0.035 -0.054 -0.102 0.454
H -5.22119 4.13922 3.16315 -0.039 -0.063 -0.096 0.417
H -5.04997 -0.97663 -1.29605 1.206 -0.263 -0.022 0.337
H 1.35536 1.62717 0.58929 0.208 0.161 -0.172 0.469
H -2.84640 2.08087 1.08463 -0.048 -0.023 0.044 0.457
H 3.18680 3.55407 -0.38441 -0.020 -0.085 -0.016 0.323
H -2.04540 2.70215 2.52713 -0.266 0.097 0.085 0.421
H 2.23796 0.57538 2.71198 0.081 -0.014 0.030 0.504
H -2.56224 -0.30186 -3.03163 -0.966 0.019 -0.082 0.174
H -5.18598 1.91920 6.14773 -0.028 0.040 -0.047 0.397
H 1.14990 -2.01284 -8.44109 -0.294 0.332 -0.242 0.309
H -5.26272 -1.62363 -3.65083 0.676 0.862 -0.528 0.375
H -6.82536 3.37846 2.21663 0.114 -0.035 0.148 0.357
H -3.93749 0.81913 -2.74655 0.143 -1.235 0.042 0.365
H 5.30544 -2.59177 6.28798 0.023 0.048 -0.055 0.300
H -2.03242 -0.32467 -5.00176 0.107 -0.201 -0.182 0.450
H 5.37008 2.35595 -1.26761 -0.018 -0.012 -0.045 0.296
H -3.31799 2.79145 4.75633 0.030 0.023 -0.281 0.400
H -7.56122 0.13556 1.43791 0.057 0.038 0.061 0.467
H 4.96638 -0.40755 -2.51449 -0.170 0.042 -0.037 0.354
H -7.29764 1.26807 5.00957 -0.065 -0.009 -0.289 0.427
H -5.99354 0.14122 4.73342 0.038 0.014 -0.214 0.369
H 3.24477 3.13457 -4.28231 0.010 -0.034 0.072 0.407
H -7.01504 -0.84572 2.80505 0.111 0.110 -0.063 0.357
H 5.94617 0.81625 -0.66842 -0.055 0.058 0.007 0.421
H 6.44357 -2.31655 2.97402 -0.037 0.072 0.054 0.483
H 3.89630 1.55844 0.52248 -0.247 0.025 -0.085 0.068
H 3.65318 -0.63163 -4.59370 -0.117 0.095 0.097 0.327
H -8.15060 2.33281 1.90254 0.060 -0.168 0.137 0.444
H -3.71156 -2.17814 -1.64890 -0.061 1.013 0.205 0.289
H 1.85284 1.68315 4.02890 0.112 -0.199 0.190 0.534
H 3.71134 0.00959 -0.25977 -0.138 0.039 -0.120 0.355
H 3.89734 -2.52993 5.24017 0.016 0.173 0.070 0.348
H 1.35132 -2.18354 -4.86936 0.505 -0.047 -0.334 0.280
H 1.31544 0.07952 -0.23081 0.051 0.043 -0.138 0.368
H 7.36961 -0.86890 3.39361 -0.169 0.017 -0.016 0.356
H 2.06944 -1.34509 4.45558 0.085 0.016 0.021 0.405
H -3.29270 -6.28263 -4.98450 0.306 -0.094 -0.403 0.394
H -2.37653 0.99104 2.40106 -0.194 -0.016 -0.080 0.354
H 1.55837 0.00579 5.45628 0.166 0.133 -0.132 0.444
H -1.38172 -4.69911 -8.25226 0.691 0.201 0.969 0.452
H 4.91467 2.68830 -4.59647 -0.079 -0.237 0.060 0.474
H 4.62673 0.60868 -5.34220 0.009 0.208 0.238 0.415
H 6.76678 0.51507 5.25311 -0.111 -0.077 -0.171 0.371
H 5.30154 -3.36070 4.70504 0.141 0.177 -0.001 0.445
H -3.54501 4.32653 2.75413 0.041 -0.247 0.017 0.442
H -7.89598 2.93525 3.53620 0.038 -0.065 -0.015 0.302
H 3.26891 1.97780 3.04763 0.095 -0.184 -0.024 0.331
H 5.95602 0.88501 -3.15564 -0.213 0.062 -0.196 0.417
H 6.75304 -0.80276 6.39762 -0.061 -0.186 -0.219 0.432